{
  "formula": "C8H8BrNOS",
  "method": "wB97M-V/def2-TZVPD",
  "elements": ["C", "C", "C", "C", "C", "C", "C", "C", "N", "O", "S", "Br", "H", "H", "H", "H", "H", "H", "H", "H"],
  "xyz": [[-1.09272, 3.02257, 1.07664], [0.26396, 2.92376, 0.97409], [-1.90901, 2.32998, 0.24936], [-0.00820, 1.27157, -0.73425], [0.85253, 2.07456, 0.03977], [-1.32837, 1.51148, -0.65599], [2.23032, 1.96541, -0.01391], [0.14635, -2.93833, -0.85345], [3.36275, 1.79238, 0.00263], [1.57632, -1.07966, -2.27500], [0.52897, -2.36255, -2.54652], [-2.52029, 0.59702, -1.86690], [-1.54363, 3.70194, 1.77577], [0.93884, 3.68918, 1.37327], [-2.87508, 2.18942, 0.58081], [0.33463, 0.52786, -1.50187], [-0.15797, -2.07746, -0.22730], [1.00213, -3.55536, -0.44188], [-0.76585, -3.63529, -1.04311], [2.41945, -1.51868, -2.33190]],
  "nbo_charge": [-0.1900, -0.1634, -0.2345, -0.2169, -0.1584, -0.0270, 0.2720, -0.7866, -0.2862, -0.8462, 0.4626, 0.0386, 0.2224, 0.2288, 0.2307, 0.2737, 0.2328, 0.2217, 0.2384, 0.4876],
  "homo_ev": -9.00,
  "largest_force_ev_per_a": 2.9,
  "gap_ev": 9.00,
  "relative_energy_kcal_mol": 42.6,
  "total_energy_ev": -92839.2329
}